Record 1
Entry from the Open Molecules 2025 dataset: a molecular structure, C39H47ClMnN6SSb in a non-equilibrium geometry (ωB97M-V/def2-TZVPD).

Results
Total charge: +1
Highest occupied orbital energy (spin up / spin down): -9.44 / -9.49 eV
Lowest unoccupied orbital energy (spin up / spin down): -0.076 / -0.089 Eh
E_tot: -4092.1889 Eh
2S+1: 6

Geometry (Å):
Mn (-12.539, -15.530, 0.913)
C (-8.231, -15.590, 2.397)
N (-9.544, -16.287, 2.529)
C (-10.606, -15.679, 3.333)
C (-9.971, -17.190, 1.594)
N (-11.247, -17.095, 1.134)
C (-11.874, -18.299, 0.697)
C (-11.862, -19.381, 1.584)
C (-12.076, -20.705, 1.102)
C (-12.439, -20.885, -0.216)
C (-12.798, -19.788, -1.037)
C (-13.470, -20.038, -2.262)
C (-14.061, -18.980, -2.897)
C (-13.865, -17.639, -2.461)
C (-12.926, -17.324, -1.446)
N (-12.593, -15.972, -1.200)
C (-12.450, -15.113, -2.235)
N (-12.043, -15.417, -3.508)
C (-11.298, -16.634, -3.833)
C (-12.677, -14.736, -4.660)
N (-12.595, -13.770, -2.004)
C (-11.608, -12.829, -2.533)
C (-13.627, -13.311, -1.093)
C (-12.582, -18.420, -0.579)
N (-9.043, -18.096, 1.131)
C (-9.026, -18.590, -0.231)
C (-8.232, -18.826, 2.082)
H (-8.063, -15.019, 3.328)
H (-8.218, -14.930, 1.506)
H (-7.463, -16.365, 2.350)
H (-10.186, -14.807, 3.848)
H (-11.037, -16.381, 4.071)
H (-11.421, -15.290, 2.647)
H (-11.540, -19.216, 2.599)
H (-11.935, -21.568, 1.735)
H (-12.503, -21.853, -0.682)
H (-13.551, -21.080, -2.601)
H (-14.604, -19.157, -3.802)
H (-14.353, -16.840, -3.015)
H (-10.887, -17.053, -2.925)
H (-10.477, -16.404, -4.522)
H (-11.948, -17.372, -4.303)
H (-13.328, -13.914, -4.331)
H (-13.258, -15.440, -5.237)
H (-11.933, -14.333, -5.334)
H (-10.608, -13.171, -2.242)
H (-11.814, -11.849, -2.111)
H (-11.681, -12.777, -3.600)
H (-13.358, -12.356, -0.653)
H (-13.795, -14.035, -0.267)
H (-14.555, -13.149, -1.624)
H (-9.290, -17.761, -0.882)
H (-9.676, -19.446, -0.354)
H (-7.992, -18.907, -0.491)
H (-8.503, -18.594, 3.096)
H (-7.163, -18.657, 1.952)
H (-8.421, -19.908, 1.982)
Cl (-15.188, -17.025, 1.882)
C (-14.401, -15.513, 1.750)
H (-14.389, -15.164, 2.770)
H (-15.133, -14.912, 1.198)
S (-8.953, -15.094, -1.351)
Sb (-6.953, -14.445, -2.299)
C (-6.921, -12.308, -1.950)
C (-6.917, -11.884, -0.629)
C (-6.863, -10.537, -0.314)
C (-6.891, -9.610, -1.344)
C (-6.845, -10.047, -2.673)
C (-6.882, -11.399, -2.994)
C (-7.293, -14.868, -4.365)
C (-6.651, -16.009, -4.896)
C (-6.895, -16.374, -6.194)
C (-7.727, -15.606, -7.023)
C (-8.387, -14.509, -6.471)
C (-8.168, -14.133, -5.156)
C (-5.370, -15.557, -1.252)
C (-5.435, -16.933, -1.286)
C (-4.509, -17.632, -0.558)
C (-3.534, -16.973, 0.162)
C (-3.490, -15.589, 0.199)
C (-4.440, -14.876, -0.524)
H (-6.868, -12.645, 0.161)
H (-6.924, -10.267, 0.746)
H (-6.873, -8.534, -1.123)
H (-6.752, -9.310, -3.459)
H (-6.890, -11.723, -4.019)
H (-5.866, -16.505, -4.305)
H (-6.472, -17.305, -6.560)
H (-7.861, -15.880, -8.062)
H (-9.037, -13.896, -7.105)
H (-8.701, -13.309, -4.717)
H (-6.212, -17.474, -1.811)
H (-4.471, -18.728, -0.618)
H (-2.735, -17.571, 0.651)
H (-2.721, -15.064, 0.770)
H (-4.346, -13.788, -0.605)



Record 2
Entry from the Open Molecules 2025 dataset: a molecular structure, C2H6F6NaO9S2 in a non-equilibrium geometry (ωB97M-V/def2-TZVPD).

Results
Total charge: -1
Highest occupied orbital energy: -5.37 eV
Lowest unoccupied orbital energy: 0.036 Eh
E_tot: -2315.0175 Eh
Energy above the lowest of the compared OMol25 structures with the same formula, charge and spin: 176.3 kJ/mol

Geometry (Å):
Na (1.000, -0.593, 1.024)
C (-2.455, -0.988, -0.437)
F (-2.024, -2.178, -0.914)
F (-3.313, -1.321, 0.543)
F (-1.385, -0.366, 0.145)
S (-3.335, 0.035, -1.716)
O (-2.249, 0.618, -2.482)
O (-4.164, -0.903, -2.464)
O (-4.078, 0.954, -0.877)
C (0.599, 2.818, -0.935)
F (-0.729, 2.731, -1.020)
F (1.010, 4.018, -1.391)
F (0.943, 2.711, 0.354)
S (1.388, 1.471, -2.034)
O (2.829, 1.765, -2.082)
O (1.090, 0.206, -1.330)
O (0.759, 1.673, -3.328)
O (1.551, 0.910, 2.817)
H (1.342, 1.180, 3.716)
H (2.482, 1.136, 2.704)
O (0.081, -2.729, 2.154)
H (0.517, -3.363, 2.732)
H (-0.784, -2.586, 2.558)
O (2.860, -2.133, 1.019)
H (3.187, -1.977, 0.121)
H (2.877, -3.088, 1.122)



Record 3
Entry from the Open Molecules 2025 dataset: a molecular structure, C51H49BBrEuF2IN3O7P2 in a non-equilibrium geometry (ωB97M-V/def2-TZVPD).

Results
Total charge: -2
Highest occupied orbital energy (spin up / spin down): 0.95 / -1.55 eV
Lowest unoccupied orbital energy (spin up / spin down): 0.128 / 0.102 Eh
E_tot: -7152.9973 Eh
Energy above the lowest of the compared OMol25 structures with the same formula, charge and spin: 556.3 kJ/mol
2S+1: 7

Geometry (Å):
Eu (0.819, -1.116, 0.737)
I (0.305, -2.432, 3.995)
C (2.202, -2.827, 3.257)
C (3.331, -2.319, 3.885)
C (4.622, -2.818, 3.523)
C (4.720, -3.744, 2.547)
C (3.629, -4.037, 1.676)
C (3.808, -4.776, 0.472)
C (2.609, -5.069, -0.301)
C (1.382, -4.574, 0.064)
C (1.274, -3.683, 1.097)
C (2.374, -3.487, 2.004)
H (3.231, -1.581, 4.661)
H (5.487, -2.435, 4.010)
H (5.661, -4.244, 2.332)
H (4.751, -5.128, 0.094)
H (2.662, -5.785, -1.110)
H (0.527, -4.857, -0.579)
C (-9.233, -0.678, -3.808)
O (-9.112, -1.965, -4.424)
C (-7.922, -2.630, -4.639)
C (-7.832, -3.916, -4.015)
C (-6.650, -4.549, -3.985)
C (-5.510, -3.883, -4.559)
C (-5.557, -2.763, -5.307)
C (-6.844, -2.186, -5.388)
N (-4.202, -4.150, -4.131)
N (-4.069, -4.967, -3.102)
C (-3.365, -4.516, -1.990)
C (-3.829, -4.834, -0.679)
C (-3.459, -4.080, 0.427)
C (-2.549, -3.054, 0.187)
O (-2.081, -2.017, 1.111)
C (-1.758, -3.020, -0.996)
N (-0.623, -2.159, -1.023)
C (0.172, -2.181, -2.068)
C (-0.022, -3.094, -3.138)
C (-1.222, -3.846, -3.244)
C (-2.148, -3.826, -2.146)
H (-9.450, 0.084, -4.573)
H (-8.282, -0.363, -3.340)
H (-10.058, -0.685, -3.107)
H (-8.735, -4.302, -3.471)
H (-6.429, -5.437, -3.445)
H (-4.673, -2.398, -5.774)
H (-6.982, -1.253, -5.900)
H (-4.636, -5.609, -0.652)
H (-3.768, -4.337, 1.426)
H (1.050, -1.557, -2.080)
H (0.874, -3.376, -3.743)
H (-1.433, -4.374, -4.190)
Br (-0.371, 1.368, 0.293)
O (4.523, 1.181, 0.144)
C (3.901, 0.229, 0.690)
O (2.915, -0.429, 0.212)
H (4.141, -0.034, 1.763)
F (-4.210, -2.015, 2.055)
B (-3.049, -1.405, 1.851)
F (-2.609, -0.311, 2.431)
C (7.057, -1.509, -4.926)
C (5.717, -1.061, -5.190)
O (5.341, 0.192, -4.557)
P (5.370, 0.686, -2.959)
O (6.906, 1.187, -2.949)
C (7.344, 2.103, -1.913)
C (8.790, 2.500, -2.217)
O (4.531, 2.062, -3.166)
C (3.175, 2.287, -2.770)
C (2.957, 3.820, -2.927)
H (7.151, -1.796, -3.852)
H (7.816, -0.740, -5.231)
H (7.293, -2.435, -5.487)
H (4.961, -1.848, -4.817)
H (5.517, -0.837, -6.212)
H (7.153, 1.690, -0.933)
H (6.700, 2.990, -1.865)
H (9.528, 1.750, -1.726)
H (9.069, 3.461, -1.771)
H (8.976, 2.313, -3.306)
H (3.025, 1.877, -1.695)
H (2.454, 1.819, -3.445)
H (3.865, 4.390, -3.166)
H (2.482, 4.294, -2.079)
H (2.223, 3.944, -3.744)
C (-5.240, 4.012, 2.331)
C (-4.661, 4.377, 3.610)
C (-3.315, 4.076, 3.866)
C (-2.561, 3.363, 2.913)
C (-3.130, 2.962, 1.723)
C (-4.481, 3.280, 1.456)
P (-0.840, 3.062, 3.271)
C (-0.065, 4.655, 3.168)
C (-0.511, 5.731, 3.952)
C (-0.017, 7.021, 3.722)
C (1.084, 7.212, 2.846)
C (1.556, 6.154, 2.105)
C (1.009, 4.865, 2.309)
C (-1.057, 2.595, 4.918)
C (-2.026, 1.609, 5.308)
C (-2.079, 1.159, 6.620)
C (-1.365, 1.761, 7.625)
C (-0.640, 2.944, 7.334)
C (-0.410, 3.257, 5.983)
H (-6.323, 4.265, 2.165)
H (-5.213, 4.981, 4.380)
H (-2.914, 4.258, 4.885)
H (-2.529, 2.326, 1.093)
H (-4.864, 2.885, 0.494)
H (-1.286, 5.527, 4.719)
H (-0.451, 7.903, 4.260)
H (1.507, 8.245, 2.760)
H (2.345, 6.165, 1.395)
H (1.342, 4.023, 1.712)
H (-2.640, 1.107, 4.563)
H (-2.824, 0.411, 6.848)
H (-1.342, 1.370, 8.665)
H (-0.193, 3.627, 8.085)
H (0.432, 3.919, 5.782)



Record 4
Entry from the Open Molecules 2025 dataset: a molecular structure, C8H20Br4MnN3O7 in a non-equilibrium geometry (ωB97M-V/def2-TZVPD).

Results
Total charge: +2
Highest occupied orbital energy (spin up / spin down): -15.15 / -15.15 eV
Lowest unoccupied orbital energy (spin up / spin down): -0.374 / -0.453 Eh
E_tot: -12453.6270 Eh
2S+1: 7

Geometry (Å):
Mn (3.809, -23.653, -17.424)
C (2.646, -20.558, -16.691)
O (3.278, -21.753, -16.782)
H (3.089, -19.886, -15.955)
H (2.421, -20.119, -17.662)
H (1.627, -20.504, -16.309)
Br (3.182, -17.921, -20.672)
C (4.621, -18.873, -19.619)
C (5.880, -18.904, -20.619)
Br (7.472, -19.641, -19.623)
H (4.255, -19.874, -19.389)
H (4.831, -18.260, -18.742)
H (6.046, -17.843, -20.802)
H (5.688, -19.497, -21.513)
Br (-0.564, -17.739, -16.581)
C (0.126, -16.171, -17.568)
C (1.532, -16.508, -18.068)
Br (2.863, -16.168, -16.646)
H (-0.019, -15.196, -17.104)
H (-0.457, -16.026, -18.478)
H (1.935, -15.923, -18.894)
H (1.549, -17.546, -18.402)
C (1.876, -17.925, -13.827)
N (1.909, -17.419, -12.436)
O (0.904, -17.621, -11.786)
O (2.871, -16.769, -12.027)
H (2.883, -18.017, -14.233)
H (1.186, -17.365, -14.459)
H (1.420, -18.909, -13.716)
C (3.270, -21.733, -12.889)
N (4.096, -22.640, -12.091)
O (3.948, -22.768, -10.906)
O (4.928, -23.332, -12.677)
H (2.211, -21.962, -12.774)
H (3.513, -21.968, -13.925)
H (3.618, -20.715, -12.714)
C (-0.164, -23.095, -17.650)
N (-1.407, -22.617, -17.016)
O (-1.297, -22.327, -15.850)
O (-2.504, -22.660, -17.610)
H (-0.015, -24.155, -17.856)
H (0.696, -22.835, -17.033)
H (-0.151, -22.543, -18.590)



Record 5
Entry from the Open Molecules 2025 dataset: a molecular structure, C41H39BeN3O7P2 in a non-equilibrium geometry (ωB97M-V/def2-TZVPD).

Results
Highest occupied orbital energy (spin up / spin down): -6.65 / -6.06 eV
Lowest unoccupied orbital energy (spin up / spin down): -0.015 / -0.011 Eh
E_tot: -2973.7997 Eh
Energy above the lowest of the compared OMol25 structures with the same formula, charge and spin: 58.2 kJ/mol

Geometry (Å):
Be (1.312, -1.326, -3.803)
C (-4.183, 0.767, -1.289)
C (-3.921, 0.745, -2.597)
C (-3.634, 1.908, -3.491)
C (-2.132, 2.276, -3.596)
C (-1.446, 2.566, -2.304)
C (-2.001, 2.916, -1.134)
C (-3.438, 3.216, -0.835)
C (-4.326, 2.000, -0.459)
C (2.460, 0.084, -4.811)
H (-4.412, -0.156, -0.742)
H (-3.917, -0.216, -3.119)
H (-4.195, 2.801, -3.190)
H (-3.970, 1.624, -4.507)
H (-1.614, 1.444, -4.095)
H (-2.021, 3.130, -4.288)
H (-0.359, 2.514, -2.361)
H (-1.333, 3.072, -0.275)
H (-3.912, 3.805, -1.628)
H (-3.409, 3.860, 0.056)
H (-4.099, 1.734, 0.584)
H (-5.378, 2.337, -0.488)
H (3.246, 0.769, -4.455)
H (1.630, 0.281, -4.064)
H (2.929, -0.913, -4.844)
P (-0.042, -1.859, -5.244)
P (1.899, 0.816, -6.344)
C (-0.618, -0.224, -5.753)
C (0.143, 0.647, -6.471)
C (0.104, -2.709, -6.862)
C (-0.767, -2.328, -7.899)
C (-0.793, -3.037, -9.102)
C (0.035, -4.154, -9.255)
C (0.904, -4.541, -8.227)
C (0.961, -3.813, -7.032)
C (-1.548, -2.743, -4.639)
C (-2.086, -2.298, -3.429)
C (-3.215, -2.890, -2.865)
C (-3.854, -3.933, -3.542)
C (-3.328, -4.401, -4.749)
C (-2.159, -3.839, -5.276)
C (2.641, 0.552, -7.987)
C (2.096, -0.452, -8.813)
C (2.326, -0.456, -10.191)
C (3.151, 0.512, -10.777)
C (3.759, 1.473, -9.961)
C (3.518, 1.485, -8.584)
C (2.297, 2.582, -6.039)
C (3.554, 2.959, -5.517)
C (3.781, 4.277, -5.111)
C (2.767, 5.231, -5.253)
C (1.545, 4.878, -5.841)
C (1.316, 3.556, -6.247)
H (-1.687, -0.039, -5.591)
H (-0.313, 1.280, -7.242)
H (-1.422, -1.465, -7.765)
H (-1.465, -2.712, -9.903)
H (-0.003, -4.728, -10.186)
H (1.542, -5.420, -8.348)
H (1.638, -4.089, -6.220)
H (-1.613, -1.475, -2.912)
H (-3.588, -2.531, -1.908)
H (-4.761, -4.372, -3.122)
H (-3.826, -5.208, -5.291)
H (-1.730, -4.241, -6.191)
H (1.455, -1.215, -8.364)
H (1.848, -1.211, -10.823)
H (3.318, 0.519, -11.859)
H (4.408, 2.229, -10.410)
H (3.986, 2.255, -7.972)
H (4.351, 2.221, -5.396)
H (4.750, 4.546, -4.678)
H (2.936, 6.253, -4.910)
H (0.765, 5.629, -5.977)
H (0.366, 3.284, -6.710)
O (1.839, -0.344, 3.497)
N (2.505, -0.962, 2.638)
O (3.652, -1.407, 2.843)
C (1.913, -1.146, 1.340)
C (0.630, -0.623, 1.107)
C (0.109, -0.638, -0.181)
C (0.889, -1.061, -1.298)
O (0.522, -0.758, -2.521)
C (2.148, -1.691, -1.021)
C (2.647, -1.713, 0.294)
N (2.934, -2.272, -2.058)
O (4.047, -2.735, -1.859)
O (2.380, -2.398, -3.267)
N (-1.249, -0.134, -0.340)
O (-1.578, 0.811, 0.415)
O (-2.044, -0.702, -1.107)
H (0.057, -0.156, 1.897)
H (3.619, -2.158, 0.482)



Record 6
Entry from the Open Molecules 2025 dataset: 10 unconnected molecules or ions with the total composition C21H60N2O10 in a non-equilibrium geometry (ωB97M-V/def2-TZVPD).

Results
Total charge: +1
Highest occupied orbital energy (spin up / spin down): -10.22 / -10.22 eV
Lowest unoccupied orbital energy (spin up / spin down): -0.086 / -0.253 Eh
E_tot: -1697.6487 Eh
2S+1: 2

Geometry (Å):
C (-0.729, 0.516, -4.429)
C (-0.656, 1.590, -3.279)
C (-0.664, 3.019, -3.890)
C (-2.088, 3.457, -4.442)
C (-3.078, 3.535, -3.286)
C (-3.182, 2.186, -2.539)
N (-1.799, 1.556, -2.359)
O (-1.781, 0.396, -1.565)
C (-3.864, 2.440, -1.148)
C (-4.116, 1.213, -3.332)
C (0.738, 1.503, -2.525)
H (0.103, 0.652, -5.120)
H (-1.593, 0.722, -5.061)
H (-0.767, -0.493, -4.017)
H (-0.356, 3.676, -3.075)
H (0.040, 3.125, -4.715)
H (-2.536, 2.715, -5.103)
H (-2.038, 4.400, -4.988)
H (-4.029, 3.776, -3.760)
H (-2.855, 4.332, -2.576)
H (-2.997, 2.728, -0.554)
H (-4.643, 3.201, -1.207)
H (-4.266, 1.499, -0.774)
H (-5.112, 1.655, -3.331)
H (-3.749, 1.073, -4.349)
H (-4.191, 0.218, -2.892)
H (0.813, 2.098, -1.615)
H (1.551, 1.554, -3.249)
H (0.900, 0.460, -2.252)
H (-1.433, 0.695, -0.722)
C (3.515, 0.565, 4.834)
C (2.292, 1.053, 4.007)
C (2.362, 2.624, 3.828)
C (3.533, 3.064, 2.924)
C (3.462, 2.386, 1.564)
C (3.197, 0.791, 1.608)
N (2.303, 0.392, 2.710)
O (1.816, -0.923, 2.657)
C (2.425, 0.475, 0.282)
C (4.562, -0.010, 1.799)
C (0.902, 0.834, 4.666)
H (4.482, 0.959, 4.525)
H (3.603, -0.519, 4.753)
H (3.447, 0.808, 5.895)
H (1.450, 2.933, 3.317)
H (2.420, 3.281, 4.696)
H (4.504, 2.859, 3.374)
H (3.503, 4.142, 2.770)
H (4.356, 2.671, 1.009)
H (2.625, 2.786, 0.991)
H (3.030, 0.788, -0.570)
H (2.280, -0.595, 0.134)
H (1.469, 0.999, 0.296)
H (5.335, 0.643, 2.203)
H (4.461, -0.931, 2.373)
H (4.942, -0.338, 0.831)
H (0.124, 1.246, 4.024)
H (0.866, 1.343, 5.629)
H (0.557, -0.199, 4.721)
H (2.545, -1.465, 2.968)
O (2.593, -4.154, 1.600)
H (1.916, -3.570, 1.256)
H (2.236, -5.034, 1.476)
O (-2.112, -4.505, -0.682)
H (-2.851, -4.011, -1.036)
H (-2.200, -5.377, -1.067)
O (0.049, -2.617, -0.598)
H (-0.400, -1.786, -0.449)
H (-0.640, -3.278, -0.531)
O (2.717, -2.849, -1.497)
H (1.858, -2.824, -1.076)
H (3.169, -3.581, -1.077)
O (-2.023, -5.302, 1.847)
H (-1.236, -5.773, 1.572)
H (-2.269, -4.780, 1.084)
O (0.910, -3.087, -3.774)
H (1.296, -3.386, -2.951)
H (0.552, -2.223, -3.571)
O (-3.391, -2.265, -2.158)
H (-2.954, -1.487, -1.811)
H (-3.408, -2.127, -3.105)
C (-3.070, -1.284, 1.286)
C (-1.740, -1.120, 2.150)
C (-1.092, -2.408, 2.618)
O (-0.878, -0.358, 1.391)
H (-3.513, -0.296, 1.164)
H (-3.876, -1.860, 1.740)
H (-2.853, -1.734, 0.317)
H (-2.007, -0.478, 2.990)
H (-1.833, -3.082, 3.049)
H (-0.373, -2.173, 3.402)
H (-0.514, -2.981, 1.892)
H (-0.054, -0.370, 1.885)



- The highest E_tot belongs to which entry?
  C21H60N2O10



- Number 4 is which compound?
  C8H20Br4MnN3O7